A) {
  "formula": "H7O3S",
  "method": "ωB97M-V with the def2-TZVPD basis set",
  "total_charge": -1,
  "species": ["S", "H", "H", "H", "O", "H", "H", "O", "H", "H", "O"],
  "coordinates": [[0.46, 0.95, -0.58], [-0.50, 1.67, 0.07], [1.51, 0.03, 2.05], [1.02, 1.17, 2.95], [1.74, 0.50, 2.88], [-1.48, -0.91, 1.34], [-2.49, -0.65, 0.35], [-2.36, -1.19, 1.14], [0.68, -1.65, -2.91], [0.10, -0.35, -2.41], [-0.12, -1.12, -2.99]],
  "nbo_charge": [-1.0522, 0.0970, 0.4975, 0.4670, -0.9721, 0.4773, 0.4751, -0.9573, 0.4477, 0.5038, -0.9840]
}

***

B) {
  "formula": "H7O3S",
  "method": "ωB97M-V with the def2-TZVPD basis set",
  "total_charge": -1,
  "species": ["S", "H", "H", "H", "O", "H", "H", "O", "H", "H", "O"],
  "coordinates": [[1.93, 0.44, 0.58], [2.30, -0.15, -0.53], [-3.00, -1.93, 1.17], [-2.36, -2.38, -0.08], [-3.19, -2.35, 0.39], [-0.85, -0.93, -1.14], [0.40, -1.51, -0.53], [-0.57, -1.71, -0.68], [2.16, 3.71, -0.37], [1.48, 2.94, 0.78], [1.70, 3.86, 0.41]],
  "nbo_charge": [-1.0443, 0.0790, 0.4596, 0.4963, -0.9634, 0.4719, 0.5119, -0.9941, 0.4618, 0.5113, -0.9899]
}

***

Most stable: A). Least stable: B).

***

A) {
  "formula": "C2H7N",
  "method": "ωB97M-V with the def2-TZVPD basis set",
  "species": ["C", "N", "C", "H", "H", "H", "H", "H", "H", "H"],
  "coordinates": [[1.15, 0.36, -0.03], [0.02, -0.30, -0.63], [-1.20, -0.15, 0.14], [1.01, 1.44, -0.06], [1.30, 0.10, 1.03], [2.07, 0.11, -0.56], [0.21, -1.25, -0.88], [-1.09, -0.51, 1.17], [-1.99, -0.71, -0.34], [-1.47, 0.91, 0.16]],
  "nbo_charge": [-0.4088, -0.6258, -0.4093, 0.1865, 0.1543, 0.2000, 0.3551, 0.1588, 0.1995, 0.1897]
}

***

B) {
  "formula": "C2H7N",
  "method": "ωB97M-V with the def2-TZVPD basis set",
  "species": ["C", "C", "H", "H", "H", "H", "H", "H", "H", "N"],
  "coordinates": [[0.48, -0.76, -0.73], [-0.51, 0.81, 0.60], [1.45, -0.21, -0.77], [-0.13, -0.25, -1.56], [0.58, -1.81, -1.05], [0.02, -0.94, 1.28], [-1.29, 1.00, 1.34], [-0.76, 1.37, -0.32], [0.41, 1.33, 0.82], [-0.25, -0.53, 0.40]],
  "nbo_charge": [-0.3973, -0.4041, 0.1468, 0.1822, 0.2051, 0.3618, 0.2004, 0.1892, 0.1509, -0.6350]
}

***

Most stable: A). Least stable: B).

***

A) {
  "formula": "C2H7N",
  "method": "ωB97M-V with the def2-TZVPD basis set",
  "species": ["N", "H", "H", "H", "C", "C", "H", "H", "H", "H"],
  "coordinates": [[-0.06, 1.72, 1.53], [-0.36, 1.00, 0.89], [0.07, 2.61, 1.09], [0.79, 1.46, 2.02], [0.18, -0.67, -1.34], [-0.32, -1.55, -0.49], [-0.35, -0.39, -2.24], [1.19, -0.27, -1.26], [-1.36, -1.85, -0.50], [0.23, -2.06, 0.29]],
  "nbo_charge": [-1.0904, 0.3718, 0.3595, 0.3585, -0.3913, -0.3865, 0.1963, 0.1951, 0.1927, 0.1943]
}

***

B) {
  "formula": "C2H7N",
  "method": "ωB97M-V with the def2-TZVPD basis set",
  "species": ["C", "H", "H", "H", "H", "C", "N", "H", "H", "H"],
  "coordinates": [[-2.17, -0.48, -0.10], [-2.57, 0.12, 0.71], [-1.49, 0.14, -0.66], [-2.92, -0.81, -0.83], [-1.72, -1.38, 0.30], [1.89, 0.38, 0.37], [0.85, 0.16, -0.31], [2.72, -0.32, 0.29], [1.95, 1.06, 1.22], [0.31, 0.99, -0.54]],
  "nbo_charge": [-0.8411, 0.2069, 0.2070, 0.2102, 0.2179, -0.0190, -0.6213, 0.1517, 0.1433, 0.3445]
}

***

Most stable: A). Least stable: B).

***

A) {
  "formula": "C5H33N2O10",
  "method": "ωB97M-V with the def2-TZVPD basis set",
  "total_charge": 1,
  "species": ["C", "C", "C", "C", "N", "C", "N", "H", "H", "H", "H", "H", "H", "H", "H", "H", "H", "H", "H", "H", "H", "H", "O", "H", "H", "O", "H", "H", "O", "H", "H", "O", "H", "H", "O", "H", "H", "O", "H", "H", "O", "H", "H", "O", "H", "H", "O", "H", "H", "O"],
  "coordinates": [[0.34, 0.81, 0.00], [-0.49, 0.16, 1.23], [0.35, -0.68, 2.08], [0.61, -1.97, 1.82], [1.66, -2.60, 2.49], [1.01, 0.06, 3.21], [-0.40, 1.56, -1.01], [1.10, -0.08, -0.37], [1.16, 1.33, 0.39], [-1.23, -0.56, 0.62], [-0.83, 1.10, 1.73], [-0.01, -2.40, 1.02], [1.78, -3.58, 2.41], [2.66, -2.28, 2.30], [1.80, 0.63, 2.69], [1.42, -0.49, 4.00], [0.41, 0.90, 3.68], [0.03, 1.57, -1.97], [-0.63, 2.48, -0.58], [-1.35, 0.93, -1.24], [3.00, -0.21, -0.87], [3.06, -1.74, -0.83], [2.59, -0.94, -1.30], [-1.96, -1.56, 4.05], [-1.66, -0.36, 3.14], [-2.11, -1.20, 3.19], [-2.54, -1.69, 1.51], [-2.92, -0.73, 0.32], [-2.85, -1.62, 0.70], [-3.94, -1.26, -2.37], [-2.43, -2.02, -2.20], [-2.98, -1.24, -2.48], [0.74, -1.52, -1.04], [0.70, -1.36, -2.57], [0.07, -1.54, -1.80], [-2.24, 0.81, -4.04], [-1.42, 0.69, -5.26], [-1.27, 0.57, -4.32], [4.66, 0.25, 1.19], [5.12, -0.27, -0.02], [4.32, -0.32, 0.48], [0.86, 0.93, -3.85], [2.47, 0.58, -3.58], [1.69, 1.18, -3.39], [-3.15, 3.36, -2.84], [-3.84, 2.96, -1.67], [-2.99, 3.00, -2.02], [-0.86, 3.12, 2.51], [0.55, 2.47, 2.77], [-0.07, 2.76, 2.09]],
  "nbo_charge": [-0.2607, -0.5211, -0.0679, -0.0138, -0.8403, -0.6445, -0.7275, 0.2542, 0.2014, 0.2521, 0.2480, 0.2047, 0.3820, 0.3774, 0.1977, 0.2458, 0.1829, 0.4839, 0.4561, 0.4763, 0.4959, 0.4969, -0.9647, 0.4889, 0.4753, -0.9439, 0.4840, 0.4676, -0.9335, 0.4898, 0.5233, -1.0092, 0.4843, 0.4845, -0.9757, 0.4912, 0.4783, -0.9639, 0.4855, 0.4797, -0.9548, 0.5045, 0.5056, -1.0032, 0.4718, 0.4745, -0.9433, 0.4890, 0.4917, -0.9569]
}

***

B) {
  "formula": "C5H33N2O10",
  "method": "ωB97M-V with the def2-TZVPD basis set",
  "total_charge": 1,
  "species": ["C", "C", "C", "C", "N", "C", "N", "H", "H", "H", "H", "H", "H", "H", "H", "H", "H", "H", "H", "H", "H", "H", "O", "H", "H", "O", "H", "H", "O", "H", "H", "O", "H", "H", "O", "H", "H", "O", "H", "H", "O", "H", "H", "O", "H", "H", "O", "H", "H", "O"],
  "coordinates": [[0.72, -4.20, -0.06], [1.15, -3.23, -1.16], [1.22, -1.78, -0.75], [2.01, -0.82, -1.67], [1.36, 0.45, -1.92], [0.10, 0.66, -2.14], [-0.74, -0.17, -2.73], [1.44, -4.07, 0.76], [-0.27, -4.07, 0.34], [0.96, -5.23, -0.36], [2.09, -3.60, -1.60], [0.43, -3.42, -1.95], [1.59, -1.75, 0.28], [0.25, -1.32, -0.55], [3.02, -0.70, -1.30], [2.23, -1.38, -2.59], [1.80, 1.24, -1.44], [-0.35, 1.63, -1.97], [-0.57, -1.12, -2.99], [-1.65, 0.15, -3.01], [0.80, 1.60, 4.71], [-0.21, 1.15, 3.77], [0.74, 0.98, 3.96], [3.43, 1.79, 2.05], [2.42, 1.86, 3.20], [2.89, 2.41, 2.55], [-2.53, -2.84, 0.90], [-3.14, -3.01, -0.45], [-2.82, -2.32, 0.14], [0.30, 0.01, 1.12], [1.09, 1.01, 1.80], [0.99, 0.65, 0.90], [-0.71, -3.16, -2.74], [-1.48, -3.67, -4.06], [-1.54, -3.40, -3.14], [-1.70, 2.13, 2.94], [-2.23, 2.82, 4.13], [-1.74, 2.02, 3.91], [-0.66, 3.94, -1.90], [-0.91, 4.95, -0.73], [-1.00, 4.81, -1.67], [2.73, 3.54, -0.93], [2.67, 2.46, 0.22], [2.72, 2.60, -0.74], [-1.98, -1.73, 3.38], [-2.24, -0.30, 3.75], [-1.74, -0.84, 3.12], [-3.50, 1.74, -1.15], [-3.21, 0.17, -0.69], [-2.89, 1.01, -1.01]],
  "nbo_charge": [-0.6046, -0.3755, -0.4362, -0.2438, -0.5191, 0.4083, -0.7231, 0.2093, 0.2055, 0.2293, 0.2178, 0.1465, 0.2338, 0.2091, 0.2439, 0.2095, 0.4706, 0.2172, 0.4152, 0.4395, 0.4797, 0.4963, -0.9802, 0.4654, 0.4940, -0.9605, 0.4715, 0.4804, -0.9495, 0.4800, 0.4988, -0.9833, 0.4547, 0.4920, -0.9523, 0.4805, 0.4984, -0.9589, 0.4579, 0.4761, -0.9316, 0.5006, 0.5046, -0.9722, 0.4734, 0.4859, -0.9587, 0.4979, 0.5129, -1.0071]
}

***

Most stable: B). Least stable: A).

***

A) {
  "formula": "C8H19NO",
  "method": "ωB97M-V with the def2-TZVPD basis set",
  "species": ["C", "C", "C", "H", "H", "H", "H", "H", "H", "H", "H", "C", "C", "C", "C", "C", "O", "N", "H", "H", "H", "H", "H", "H", "H", "H", "H", "H", "H"],
  "coordinates": [[-0.06, 1.55, 2.02], [1.38, 1.18, 2.39], [-0.55, 2.77, 2.81], [-0.21, 1.72, 0.95], [-0.68, 0.71, 2.34], [1.92, 2.09, 2.15], [-1.63, 2.73, 2.87], [-0.15, 2.96, 3.81], [-0.28, 3.65, 2.22], [1.44, 1.09, 3.47], [1.83, 0.39, 1.80], [-0.30, -1.56, -2.57], [-1.16, -0.40, -3.05], [1.89, -0.86, -1.58], [-1.40, -1.78, 0.18], [0.06, -1.54, -0.15], [0.79, -1.39, 0.84], [0.46, -1.17, -1.38], [-0.96, -2.39, -2.36], [0.41, -1.88, -3.33], [-0.53, 0.45, -3.31], [-1.93, -0.13, -2.33], [2.35, -1.83, -1.77], [-2.08, -1.48, -0.62], [-1.66, -0.64, -3.99], [2.00, -0.10, -2.34], [2.26, -0.46, -0.64], [-1.61, -2.71, 0.69], [-1.61, -0.98, 0.88]],
  "nbo_charge": [-0.3887, -0.6054, -0.6122, 0.1941, 0.1870, 0.1815, 0.2033, 0.2059, 0.1963, 0.2001, 0.2365, -0.2156, -0.6118, -0.4172, -0.7150, 0.6779, -0.6518, -0.4354, 0.2040, 0.2004, 0.2088, 0.2087, 0.1962, 0.2063, 0.2104, 0.2017, 0.2431, 0.2425, 0.2481]
}

***

B) {
  "formula": "C8H19NO",
  "method": "ωB97M-V with the def2-TZVPD basis set",
  "species": ["C", "C", "C", "C", "C", "C", "C", "C", "H", "H", "H", "H", "H", "H", "H", "H", "H", "H", "H", "H", "H", "H", "H", "H", "H", "H", "H", "N", "O"],
  "coordinates": [[0.76, 2.39, -0.04], [1.03, 0.89, -0.37], [2.53, 0.37, 0.09], [2.70, -1.20, -0.22], [3.77, -1.94, 0.50], [-2.25, 1.40, 0.73], [-2.59, -0.11, 0.72], [-4.02, -1.62, -0.68], [0.82, 2.72, 0.96], [1.57, 2.98, -0.67], [-0.14, 2.52, -0.56], [0.83, 0.69, -1.42], [0.14, 0.43, 0.21], [3.24, 1.14, -0.32], [2.48, 0.51, 1.13], [2.65, -1.31, -1.39], [1.56, -1.42, 0.15], [3.90, -1.57, 1.57], [3.70, -3.00, 0.24], [4.93, -1.70, 0.14], [-3.01, 1.69, -0.20], [-1.18, 1.39, 0.47], [-2.25, 1.96, 1.68], [-2.98, 0.10, -1.50], [-4.27, -2.22, 0.25], [-4.94, -1.27, -1.35], [-3.37, -2.45, -1.25], [-3.11, -0.41, -0.51], [-2.48, -0.97, 1.63]],
  "nbo_charge": [-0.6217, -0.3833, -0.3935, -0.4119, -0.6303, -0.7176, 0.6699, -0.4402, 0.2139, 0.1943, 0.2092, 0.1948, 0.1845, 0.1975, 0.1911, 0.2057, 0.2115, 0.2240, 0.2266, 0.1940, 0.2228, 0.2362, 0.2495, 0.4173, 0.2511, 0.2056, 0.1945, -0.6737, -0.6219]
}

***

Most stable: A). Least stable: B).

***

A) {
  "formula": "C8H19NO",
  "method": "ωB97M-V with the def2-TZVPD basis set",
  "species": ["C", "C", "C", "C", "C", "O", "N", "H", "H", "H", "H", "H", "H", "H", "H", "H", "H", "H", "C", "C", "C", "H", "H", "H", "H", "H", "H", "H", "H"],
  "coordinates": [[-1.82, -0.06, -0.92], [-2.83, 0.56, -1.90], [0.21, 1.13, -1.34], [-0.27, -2.56, -0.54], [0.29, -1.25, -1.06], [1.52, -1.23, -1.18], [-0.44, -0.14, -1.43], [-1.75, 0.43, 0.06], [-2.14, -1.04, -0.62], [-3.74, 0.06, -1.67], [-2.40, 0.34, -2.87], [0.00, 1.82, -2.16], [0.31, -3.41, -0.88], [-2.99, 1.63, -1.90], [0.14, 1.59, -0.35], [1.29, 1.28, -1.48], [-0.14, -2.43, 0.54], [-1.33, -2.70, -0.75], [1.05, 1.55, 2.77], [0.48, 0.25, 3.29], [2.01, 1.31, 1.62], [0.26, 2.28, 2.50], [1.44, 2.20, 3.55], [1.25, -0.34, 3.80], [-0.01, -0.33, 2.51], [2.65, 0.47, 1.88], [1.49, 0.90, 0.76], [-0.28, 0.33, 4.08], [2.58, 2.17, 1.36]],
  "nbo_charge": [-0.2094, -0.6278, -0.4538, -0.6983, 0.6832, -0.6232, -0.4489, 0.1804, 0.2037, 0.2149, 0.2212, 0.2103, 0.2494, 0.2151, 0.1931, 0.2508, 0.2351, 0.2056, -0.4109, -0.6092, -0.6095, 0.1911, 0.2026, 0.2066, 0.1945, 0.2067, 0.2068, 0.2097, 0.2099]
}

***

B) {
  "formula": "C8H19NO",
  "method": "ωB97M-V with the def2-TZVPD basis set",
  "species": ["C", "C", "C", "C", "C", "C", "C", "C", "N", "O", "H", "H", "H", "H", "H", "H", "H", "H", "H", "H", "H", "H", "H", "H", "H", "H", "H", "H", "H"],
  "coordinates": [[0.12, 0.55, 0.00], [-0.88, -0.39, 0.44], [1.56, -0.70, 0.40], [0.13, 0.83, -1.48], [0.36, 1.78, 0.85], [-3.38, 0.11, -0.53], [1.36, -2.17, 0.08], [2.80, -0.16, -0.29], [-2.28, 0.80, 0.12], [-0.96, -0.83, 1.74], [-0.74, -0.10, 2.33], [-2.55, 1.02, 1.07], [-1.09, -1.21, -0.24], [1.64, -0.56, 1.48], [0.02, -0.09, -2.07], [-0.71, 1.48, -1.72], [1.05, 1.32, -1.77], [1.33, 2.21, 0.61], [0.34, 1.56, 1.92], [-0.41, 2.52, 0.63], [-4.29, 0.72, -0.51], [-3.12, -0.06, -1.58], [-3.62, -0.87, -0.08], [1.10, -2.31, -0.97], [2.27, -2.73, 0.27], [0.58, -2.61, 0.70], [2.74, -0.30, -1.37], [2.97, 0.90, -0.09], [3.69, -0.70, 0.05]],
  "nbo_charge": [0.0105, 0.2842, -0.1753, -0.6405, -0.6435, -0.4197, -0.6452, -0.6316, -0.7202, -0.6940, 0.4736, 0.3288, 0.1913, 0.1850, 0.2094, 0.2406, 0.2137, 0.2199, 0.1898, 0.2402, 0.1916, 0.1797, 0.1600, 0.2018, 0.2160, 0.2209, 0.2019, 0.2039, 0.2073]
}

***

C) {
  "formula": "C8H19NO",
  "method": "ωB97M-V with the def2-TZVPD basis set",
  "species": ["C", "C", "C", "C", "C", "C", "C", "C", "H", "H", "H", "H", "H", "H", "H", "H", "H", "H", "H", "H", "H", "H", "H", "H", "H", "H", "H", "N", "O"],
  "coordinates": [[2.29, 2.66, 0.69], [2.06, 1.47, 1.69], [2.77, -0.72, 2.33], [-2.86, 1.30, -1.95], [-2.58, 0.26, -0.77], [-1.67, -0.70, -1.37], [-1.43, -1.76, -0.27], [-0.37, -2.88, -0.85], [2.85, 2.40, -0.27], [2.95, 3.53, 1.09], [1.25, 2.75, 0.30], [3.38, 0.63, 0.55], [2.49, 0.38, 3.37], [1.95, -1.73, 2.12], [4.04, -0.93, 2.49], [-1.95, 1.59, -2.39], [-3.50, 0.78, -2.84], [-3.24, 2.22, -1.52], [-3.62, -0.15, -0.42], [-1.98, 0.90, -0.15], [-2.09, -1.07, -2.36], [-0.76, -0.34, -1.48], [-2.46, -2.09, 0.25], [-1.13, -1.05, 0.68], [0.79, -2.69, -0.84], [-0.38, -3.70, -0.24], [-0.96, -2.99, -1.83], [2.86, 0.37, 1.37], [1.30, 1.54, 2.63]],
  "nbo_charge": [-0.7340, 0.6726, -0.4943, -0.5926, -0.4021, -0.4165, -0.3941, -0.6319, 0.2030, 0.2539, 0.2461, 0.4072, 0.2758, 0.2410, 0.2101, 0.1915, 0.1913, 0.2046, 0.2133, 0.2099, 0.1860, 0.1941, 0.2081, 0.1977, 0.2178, 0.2046, 0.2187, -0.6790, -0.6026]
}

***

D) {
  "formula": "C8H19NO",
  "method": "ωB97M-V with the def2-TZVPD basis set",
  "species": ["C", "C", "C", "C", "N", "O", "H", "H", "H", "H", "H", "H", "H", "H", "H", "C", "C", "C", "C", "H", "H", "H", "H", "H", "H", "H", "H", "H", "H"],
  "coordinates": [[1.90, 0.24, -0.78], [1.49, 1.70, -0.63], [3.42, 0.10, -0.68], [1.30, -0.61, 0.34], [1.07, -1.92, 0.00], [1.26, -0.25, 1.51], [1.57, -0.15, -1.75], [1.16, -2.24, -0.95], [0.86, -2.56, 0.74], [0.43, 1.84, -0.86], [3.76, 0.47, 0.29], [2.07, 2.33, -1.30], [1.66, 2.02, 0.40], [3.91, 0.68, -1.46], [3.73, -0.94, -0.77], [-1.76, -0.04, 0.31], [-2.33, -1.43, 0.02], [-2.50, 1.03, -0.48], [-1.73, 0.24, 1.79], [-0.68, -0.05, -0.03], [-1.64, 1.31, 1.99], [-3.38, -1.47, 0.28], [-1.79, -2.19, 0.59], [-2.23, -1.68, -1.04], [-2.07, 2.01, -0.30], [-3.55, 1.07, -0.17], [-2.48, 0.82, -1.55], [-2.63, -0.12, 2.29], [-0.81, -0.21, 2.21]],
  "nbo_charge": [-0.3130, -0.6053, -0.5923, 0.6843, -0.8331, -0.6343, 0.1978, 0.3946, 0.4043, 0.2125, 0.2209, 0.2075, 0.2305, 0.2109, 0.2090, -0.2106, -0.6005, -0.6034, -0.6246, 0.1867, 0.2057, 0.2013, 0.2029, 0.2001, 0.2054, 0.2014, 0.2004, 0.1974, 0.2432]
}

***

Most stable: D). Least stable: C).